1.
DFT (ωB97M-V/def2-TZVPD) results for 12 unconnected molecules or ions with the total composition C36H72Br12O12S6 in a non-equilibrium geometry.

Each line ends with the Löwdin charge.
Atoms and positions in Å:
O -2.6954 -0.9282 -4.2763  -0.329
S -3.9566 -0.3002 -3.9961  0.674
O -3.9661 0.9093 -3.1740  -0.361
C -4.8056 0.0780 -5.5872  -0.211
C -6.0359 -0.8072 -5.6265  -0.220
C -5.9003 -2.0388 -4.7076  -0.203
C -5.2482 -1.4718 -3.4629  -0.232
H -4.0728 -0.0831 -6.3791  0.100
H -5.0931 1.1221 -5.6992  0.105
H -6.8653 -0.2308 -5.2137  0.118
H -6.1778 -1.1125 -6.6621  0.117
H -5.2264 -2.7249 -5.2239  0.118
H -6.8483 -2.4409 -4.3597  0.121
H -4.9363 -1.9955 -2.5596  0.101
H -6.0345 -0.8027 -3.0891  0.083
O -2.1521 -5.4785 -0.5758  -0.341
S -1.0995 -4.7554 -1.2735  0.706
O -0.7851 -3.3492 -1.0082  -0.350
C 0.3923 -5.7099 -0.8899  -0.236
C 0.4918 -6.7687 -1.9399  -0.223
C 0.0366 -6.1974 -3.3191  -0.218
C -0.9999 -5.1432 -3.0868  -0.208
H 0.5071 -5.9684 0.1589  0.088
H 1.1566 -4.9718 -1.1605  0.103
H 1.5213 -7.1262 -2.0282  0.116
H 0.0251 -7.7178 -1.6647  0.116
H -0.2428 -7.0616 -3.9218  0.116
H 0.8974 -5.8054 -3.8605  0.053
H -1.9867 -5.4390 -3.4549  0.103
H -0.8701 -4.2463 -3.6956  0.097
O -0.4037 5.5015 -1.7152  -0.331
S -1.2032 4.7197 -2.6417  0.684
O -2.6639 4.8345 -2.6375  -0.346
C -0.8302 5.1266 -4.3840  -0.232
C -0.0372 3.9873 -4.9857  -0.213
C -0.7115 2.7737 -4.3520  -0.208
C -0.6809 3.0178 -2.8135  -0.226
H -0.6245 6.1958 -4.4754  0.106
H -1.7504 5.1395 -4.9748  0.102
H -0.1711 3.9387 -6.0660  0.118
H 1.0198 3.9134 -4.7245  0.116
H -0.1482 1.8922 -4.6604  0.100
H -1.7752 2.6597 -4.5644  0.113
H 0.3043 3.1928 -2.3696  0.069
H -1.3620 2.4637 -2.1743  0.102
O 4.9865 3.0857 5.9756  -0.334
S 4.1467 2.4095 4.9949  0.713
O 3.5056 3.2411 3.9729  -0.368
C 5.0374 1.1212 4.0589  -0.208
C 4.6203 -0.2423 4.6224  -0.231
C 3.1614 -0.1215 4.9890  -0.252
C 2.9846 1.1820 5.7800  -0.177
H 6.0977 1.2611 4.2777  0.102
H 4.9068 1.2811 2.9908  0.091
H 4.9506 -1.0434 3.9627  0.104
H 5.0928 -0.4365 5.5917  0.119
H 2.6289 -0.9979 5.3512  0.066
H 2.6493 0.0356 4.0323  0.084
H 3.3651 1.1305 6.8016  0.100
H 1.9539 1.5291 5.7907  0.076
O 2.9943 0.8138 0.7336  -0.375
S 2.1440 -0.3385 0.4938  0.681
O 2.7277 -1.5671 -0.0167  -0.360
C 1.1430 -0.6862 2.0427  -0.175
C -0.2612 -1.0243 1.5373  -0.243
C -0.5872 -0.1830 0.3537  -0.246
C 0.5774 -0.0042 -0.5885  -0.232
H 0.9665 0.2841 2.5095  0.067
H 1.5825 -1.4430 2.6852  0.088
H -0.5648 -2.0399 1.2911  0.051
H -0.9279 -0.7576 2.3629  0.116
H -0.8963 0.8448 0.5759  0.106
H -1.4669 -0.5375 -0.1907  0.117
H 0.6417 1.0422 -0.8702  0.024
H 0.5446 -0.6777 -1.4357  0.055
O -1.4445 1.7368 6.1414  -0.341
S -0.9045 2.4477 4.9830  0.691
O -0.0877 1.6852 4.0250  -0.373
C -2.4062 3.0866 4.1462  -0.267
C -2.4224 4.5826 4.4582  -0.219
C -0.9349 5.0159 4.3288  -0.201
C -0.2232 4.0959 5.3275  -0.199
H -3.2659 2.5072 4.4545  0.047
H -2.1170 3.1049 3.0948  0.083
H -3.1066 5.0339 3.7383  0.116
H -2.7671 4.9080 5.4416  0.116
H -0.8820 6.0634 4.6248  0.118
H -0.6746 4.9657 3.2785  0.058
H -0.6378 4.1635 6.3380  0.103
H 0.8532 4.0136 5.4648  0.099
Br 3.3489 -3.7231 5.1890  0.695
C 3.4577 -3.9727 3.2684  -0.700
C 2.1907 -4.6270 2.7000  -0.660
Br 2.6262 -6.5419 2.6299  0.620
H 4.3922 -4.4480 2.9898  0.044
H 3.5415 -2.9496 2.8955  0.029
H 1.7921 -4.3071 1.7411  0.047
H 1.4054 -4.5023 3.4424  0.010
Br 6.9279 -0.3134 -3.4834  0.639
C 6.4616 -0.4143 -1.6250  -0.703
C 6.2394 0.9550 -0.9577  -0.663
Br 7.9133 2.0095 -0.7604  0.567
H 7.2474 -0.9066 -1.0575  0.056
H 5.5401 -0.9891 -1.6081  0.025
H 5.8414 0.7373 0.0335  0.047
H 5.4462 1.5168 -1.4473  0.031
Br 5.1351 5.0103 -0.5398  0.571
C 3.6938 4.4384 0.7146  -0.640
C 2.3618 4.1239 -0.0192  -0.651
Br 1.0446 3.6676 1.3466  0.726
H 3.5775 5.1765 1.4975  0.053
H 4.0111 3.4504 1.0360  0.024
H 2.3841 3.2681 -0.6897  0.013
H 2.0200 4.9638 -0.6218  0.043
Br -1.7479 -4.2329 2.7525  0.656
C -3.1883 -3.2297 1.8239  -0.663
C -4.4484 -4.0663 1.8601  -0.669
Br -5.8371 -3.1494 0.7991  0.602
H -2.7389 -2.8314 0.9177  0.032
H -3.4431 -2.3233 2.3778  0.048
H -4.7765 -4.2470 2.8803  0.061
H -4.3548 -5.0523 1.4108  0.045
Br 2.5487 0.9315 -2.8513  0.741
C 3.2215 -0.8576 -3.4848  -0.613
C 2.0180 -1.7300 -3.7299  -0.704
Br 2.6129 -3.4859 -4.2731  0.711
H 4.0134 -1.1867 -2.8240  0.014
H 3.6427 -0.8572 -4.4924  0.054
H 1.4567 -1.2560 -4.5300  0.063
H 1.4017 -1.8506 -2.8454  0.026
Br -7.1555 1.8311 -1.4333  0.594
C -5.7233 1.0692 -0.2613  -0.659
C -5.3364 2.0971 0.7854  -0.632
Br -4.5623 1.1682 2.3572  0.673
H -4.8898 0.6977 -0.8528  0.036
H -6.1630 0.1890 0.2038  0.018
H -6.2529 2.6075 1.0666  0.039
H -4.5728 2.7790 0.4229  0.062

SMILES: O=S1(=O)CCCC1.O=S1(=O)CCCC1.O=S1(=O)CCCC1.O=S1(=O)CCCC1.O=S1(=O)CCCC1.O=S1(=O)CCCC1.BrCCBr.BrCCBr.BrCCBr.BrCCBr.BrCCBr.BrCCBr
Gap between HOMO and LUMO in eV: 9.69
HOMO in eV: -9.70
Energy relative to the best compared isomer or geometry (same formula, charge and spin) in eV: 2.836
Spin multiplicity: 1
E_LUMO in hartree: -0.00054
Strongest force on any atom in eV/A: 3.37

***

2.
DFT (ωB97M-V/def2-TZVPD) results for 15 unconnected molecules or ions with the total composition C36H72F3N6O10S4 in a non-equilibrium geometry.

Each line ends with the Löwdin charge.
Atoms and positions in Å:
C -0.3346 -0.4936 -0.3061  -0.471
O 0.0936 0.5468 0.5712  -0.118
O -1.7095 -0.5357 -0.3649  -0.208
C 0.5207 -0.5478 -1.6291  -0.521
F -0.0710 0.1616 -2.6241  0.095
F 1.7465 -0.0173 -1.5074  0.107
F 0.7832 -1.7597 -2.1486  0.116
C 1.2027 0.2597 1.5252  -0.217
C 1.5387 1.5389 2.2715  -0.055
H 0.6051 1.9236 2.6820  0.060
H 2.2228 1.2657 3.0749  0.051
H 2.0442 2.2252 1.5922  0.065
H 2.1070 0.1056 0.9364  0.090
H 1.0909 -0.6086 2.1746  0.099
H 0.0568 -1.3540 0.2366  0.114
C -2.7362 -3.4565 1.1083  -0.064
C -1.4060 -3.8638 1.5985  -0.281
N -0.3592 -4.2168 1.9544  0.127
H -3.2229 -2.7927 1.8228  0.057
H -3.2891 -4.3796 0.9340  0.082
H -2.5051 -3.0413 0.1273  0.059
C -1.1353 -3.7440 -3.3895  -0.071
C -1.4626 -4.7632 -2.3891  -0.272
N -1.8024 -5.6096 -1.6499  0.120
H -1.6740 -4.0937 -4.2702  0.082
H -0.0561 -3.6964 -3.5350  0.078
H -1.5185 -2.8295 -2.9367  0.057
C 2.0479 1.4602 -5.2346  -0.072
C 1.6688 1.3224 -6.6580  -0.235
N 1.3603 1.2376 -7.8036  0.116
H 2.8581 0.7869 -4.9545  0.087
H 1.1931 1.2654 -4.5869  0.052
H 2.3736 2.4654 -4.9668  0.059
C -4.1306 -1.9646 -2.6514  -0.093
C -5.0253 -1.2058 -3.4360  -0.329
N -5.8301 -0.6458 -4.0850  0.149
H -3.8753 -2.8019 -3.3009  0.079
H -4.7178 -2.4151 -1.8511  0.078
H -3.2561 -1.3736 -2.3793  0.057
C -2.0674 2.6522 1.4728  -0.070
C -3.2774 3.4890 1.5117  -0.280
N -4.1973 4.1969 1.5836  0.110
H -2.3410 1.6804 1.0619  0.062
H -1.6631 2.6485 2.4850  0.060
H -1.3865 3.0993 0.7485  0.063
C -2.7890 2.1082 -2.1270  -0.060
C -2.6706 2.9149 -3.3134  -0.310
N -2.5267 3.5340 -4.2420  0.149
H -3.2624 2.7204 -1.3593  0.079
H -1.7916 2.0175 -1.6968  0.062
H -3.1358 1.0772 -2.1961  0.059
C 0.3037 -1.1387 5.1429  -0.231
S -1.5668 -1.3556 5.1950  0.865
O -1.9455 -0.3692 6.3032  -0.600
C -1.9478 -0.6563 3.4822  -0.225
H 0.5217 -0.3646 4.4072  0.013
H 0.7905 -2.0587 4.8193  0.041
H 0.7098 -0.7246 6.0658  0.038
H -1.3949 -1.1373 2.6753  0.035
H -1.6823 0.4009 3.4884  0.024
H -3.0189 -0.8009 3.3413  0.034
C -6.7723 1.2361 -0.8333  -0.248
S -6.7461 -0.4622 -0.1078  0.826
O -6.7897 -1.4302 -1.2512  -0.562
C -5.0715 -0.4331 0.5856  -0.252
H -7.6912 1.6599 -1.2386  0.048
H -6.1365 1.2392 -1.7186  0.031
H -6.3960 2.0396 -0.2002  0.041
H -4.9973 -1.3847 1.1120  0.031
H -4.9700 0.3481 1.3390  0.056
H -4.4297 -0.4424 -0.2954  0.032
C 2.5264 -5.4231 -0.8900  -0.243
S 3.9706 -4.4096 -0.3301  0.823
O 4.7778 -4.0229 -1.5709  -0.586
C 3.1307 -2.8931 0.2185  -0.270
H 2.8970 -6.4324 -1.0690  0.037
H 2.1369 -4.9896 -1.8111  0.043
H 1.7498 -5.5742 -0.1402  0.044
H 2.3707 -2.8771 0.9997  0.039
H 2.7997 -2.4464 -0.7191  0.032
H 3.9374 -2.2486 0.5678  0.018
C 1.1747 3.5049 -2.7824  -0.252
S 0.7483 4.9934 -1.7679  0.836
O -0.6366 4.7095 -1.2660  -0.569
C 1.8179 4.7323 -0.3278  -0.243
H 0.8602 2.6211 -2.2273  0.043
H 2.2382 3.5178 -3.0207  0.039
H 0.5375 3.5374 -3.6662  0.041
H 2.7587 4.3870 -0.7565  0.040
H 1.2796 4.0228 0.3007  0.037
H 1.8595 5.6709 0.2248  0.049
C -0.5495 2.4570 5.9657  -0.025
C 0.8976 2.5170 5.9470  -0.511
O 1.5438 1.4743 6.0900  0.026
C 1.5036 3.8531 5.6896  -0.022
H -0.8448 3.5018 6.0611  0.082
H -0.8099 1.9660 6.9034  0.100
H -0.9969 2.0566 5.0560  0.079
H 2.5910 3.7806 5.7093  0.085
H 1.2495 4.6024 6.4393  0.088
H 1.1227 4.1781 4.7214  0.093
C -2.3098 0.2299 -4.9663  -0.021
C -2.2372 -0.9983 -5.9024  -0.409
O -2.6257 -2.1186 -5.5322  0.012
C -1.7796 -0.8184 -7.3462  -0.015
H -2.4707 -0.0209 -3.9178  0.042
H -3.0883 0.8889 -5.3507  0.091
H -1.3530 0.7515 -4.9906  0.063
H -2.5415 -0.3193 -7.9450  0.088
H -1.6282 -1.7908 -7.8149  0.080
H -0.8720 -0.2188 -7.2763  0.046
C 5.0906 -2.8990 4.6859  -0.012
C 4.1035 -1.9449 3.9807  -0.484
O 3.4000 -2.3237 3.1168  0.072
C 4.1602 -0.4598 4.4125  -0.002
H 4.9097 -3.8884 4.2658  0.079
H 4.9996 -2.9279 5.7717  0.081
H 6.0745 -2.5768 4.3449  0.079
H 3.5971 -0.3004 5.3321  0.077
H 3.7586 0.1805 3.6272  0.046
H 5.2075 -0.2435 4.6236  0.077
C 5.5042 0.3839 0.9105  -0.014
C 5.1214 1.5802 0.0468  -0.448
O 4.9113 2.6984 0.5237  0.030
C 4.9707 1.3060 -1.4637  -0.011
H 6.1341 -0.4010 0.4920  0.088
H 4.6101 0.0684 1.4482  0.059
H 6.0688 0.8528 1.7164  0.081
H 5.3398 2.1321 -2.0716  0.078
H 3.8928 1.3881 -1.6034  0.062
H 5.3528 0.3648 -1.8589  0.081

Gap between HOMO and LUMO in eV: 7.79
HOMO in eV: -5.98
Net charge: -1
Spin multiplicity: 1
E_LUMO in hartree: 0.06639
Strongest force on any atom in eV/A: 5.07